## a
This record from OMol25 describes one molecule with the formula C17H21N5O2S. The level of theory is ωB97M-V/def2-TZVPD.

```
46
Properties=species:S:1:pos:R:3:lowdin_charge:R:1
N -6.14076 -2.88002 -1.56452 0.01
H -2.75900 0.80517 0.72880 0.11
H 6.01108 0.87005 -1.97179 0.08
H 0.38086 -1.15471 3.07734 0.07
H -1.06874 1.40705 2.28078 0.14
O 2.06452 -0.62854 1.40311 0.04
C 5.33374 3.06861 0.30263 -0.05
N 4.27522 -0.39972 -0.10475 0.15
C -0.88528 -0.14502 0.85198 -0.02
O -1.84009 -1.55143 -1.42724 0.02
C -2.54116 -0.73683 -0.84888 -0.50
H 0.84612 2.23771 1.48510 0.13
C 3.30082 2.76737 1.50904 -0.05
H -4.42605 0.05203 -0.65159 0.14
H -6.01729 -1.04573 -3.76123 0.08
C 2.03995 0.59949 1.41910 -0.40
S -3.81423 -3.87807 -1.38135 1.08
H 2.54704 3.15451 2.18312 0.11
C -0.26919 -0.30627 3.27484 -0.04
H 3.50310 -0.98118 0.18198 0.08
H -1.26158 -0.67361 3.53667 0.08
H 7.15041 1.97371 -1.20851 0.08
C -5.20311 -4.76327 -0.91459 -0.48
C 5.30915 1.76078 -0.13218 -0.22
C -5.57239 -0.47858 -2.94612 -0.05
H -5.19015 0.46479 -3.33434 0.08
N 0.90074 1.27180 1.75516 0.10
N -3.81819 -0.48136 -1.25200 0.09
N -6.32417 -4.13272 -1.05349 -0.05
C 4.34580 3.58345 1.13964 -0.09
H -6.36107 -0.28143 -2.22047 0.08
H 4.84256 -0.67600 -0.88301 0.09
C 6.39918 1.21230 -1.00734 -0.06
C -2.08259 0.05894 0.32089 0.00
C -4.89689 -2.59943 -1.78790 -0.56
H 4.40399 4.60159 1.49834 0.10
H -3.64806 -1.43936 -3.05079 0.14
C 4.25207 0.91170 0.27196 -0.21
H 6.15815 3.70219 -0.00413 0.11
C -4.43344 -1.26232 -2.31613 -0.36
H -5.15166 -5.76825 -0.52387 0.07
C 3.21589 1.44185 1.07012 -0.08
H -0.23586 -0.89845 0.41988 0.13
H 6.89659 0.36133 -0.53439 0.09
H 0.13157 0.25413 4.12004 0.08
C -0.36759 0.60174 2.05007 -0.34
```

Results
SMILES string ... Cc1cccc(C(=O)N[C@H](C)/C=C/C(=O)N[C@H](C)c2nncs2)c1N
Frontier orbital gap ... 8.553 eV
HOMO ... -7.961 eV


## b
This record from OMol25 describes one molecule with the formula C17H21N5O2S. The level of theory is ωB97M-V/def2-TZVPD.

```
46
Properties=species:S:1:pos:R:3:lowdin_charge:R:1
N -0.91918 3.53471 2.14401 0.12
H 5.68894 -3.04794 -2.87998 0.09
H 0.13734 -0.73343 0.94226 0.13
H -0.01302 -2.24801 -1.71242 0.11
H -0.78355 2.57057 2.42719 0.06
O 2.50958 -1.28369 0.22645 0.06
N 3.91368 -5.15526 -1.16929 0.01
H -5.15337 4.07470 -0.97124 0.10
H 2.03418 -3.08303 -2.30012 0.14
H -2.35052 7.03090 1.31570 0.07
C -1.98332 3.63945 1.23093 -0.21
C 0.42840 -1.77613 -0.83868 0.00
H -2.56745 0.61564 -0.94693 0.13
C -2.47862 4.92379 0.94429 -0.22
C -3.77788 2.69078 -0.09031 -0.05
H -2.19391 -2.97512 1.06468 0.08
C -4.26076 3.95235 -0.37281 -0.08
C 4.61599 -2.88138 -2.96885 -0.04
N 4.17824 -6.13051 -0.25342 -0.05
H -2.15422 -1.54293 2.10679 0.08
C 4.69550 -5.64914 0.82975 -0.48
C -2.63784 2.51894 0.69526 -0.08
H -0.78268 6.24755 1.12030 0.08
H 4.97535 -6.26676 1.66919 0.07
C -2.47623 -1.92498 1.14148 -0.04
H -1.67903 6.01034 2.60754 0.08
C -1.78913 6.12219 1.52808 -0.05
H -2.14375 -1.58337 -0.94397 0.14
S 4.87339 -3.94517 0.83681 1.07
C -2.11879 1.14319 0.96027 -0.41
C 1.91186 -1.81044 -0.69433 -0.48
N 2.56473 -2.47345 -1.69803 0.09
H -0.04669 3.89572 1.77830 0.10
O -1.56810 0.82680 2.00821 0.05
H 4.41098 -1.87718 -1.06915 0.13
N -2.30392 0.24875 -0.04930 0.11
H 4.18786 -3.73510 -3.49466 0.08
C 3.98820 -2.73455 -1.59031 -0.37
H -4.31118 1.82354 -0.46013 0.11
C -0.32954 -1.19286 0.07793 -0.02
H -3.97390 6.05451 -0.06803 0.11
H -3.56241 -1.84942 1.07882 0.08
H 4.44546 -1.97600 -3.55016 0.08
C -3.59596 5.05982 0.13824 -0.04
C -1.83095 -1.13817 0.00291 -0.34
C 4.22619 -3.97020 -0.75327 -0.58
```

Results
SMILES string ... Cc1cccc(C(=O)N[C@H](C)/C=C/C(=O)N[C@H](C)c2nncs2)c1N
Frontier orbital gap ... 9.002 eV
HOMO ... -8.396 eV


Least stable of them? b.


## a
This record from OMol25 describes one molecule with the formula CH4O3. The level of theory is ωB97M-V/def2-TZVPD.

```
8
Properties=species:S:1:pos:R:3:lowdin_charge:R:1
O -0.72556 1.23753 -0.12232 0.04
C -0.16643 0.04739 -0.43267 -0.41
O -0.68438 -0.98622 0.30207 0.03
H -0.27716 -1.90732 0.14071 0.17
H 1.49742 0.21197 0.89256 0.05
H 0.05569 0.00908 -1.42730 0.11
O 1.50305 0.39974 -0.09288 -0.16
H -1.20263 0.98785 0.73984 0.15
```

Results
SMILES string ... OC(O)O
Frontier orbital gap ... 10.413 eV
HOMO ... -10.025 eV


## b
This record from OMol25 describes a 2-piece molecular cluster, CH4O3 overall. The level of theory is ωB97M-V/def2-TZVPD.

```
8
Properties=species:S:1:pos:R:3:lowdin_charge:R:1
H 2.94497 -0.28584 0.43888 0.09
C -1.75809 0.05748 0.08048 -0.10
H -2.58387 -0.14359 0.77822 0.08
O 2.18298 -0.71243 0.01922 -0.07
H 0.46975 0.42063 -0.57686 0.07
O 1.40967 0.44162 -0.21463 -0.15
O -1.10630 -0.91341 -0.31546 -0.03
H -1.55912 1.13553 -0.20984 0.10
```

Results
SMILES string ... C=O.OO
Frontier orbital gap ... 9.730 eV
HOMO ... -9.475 eV


Least stable of them? b.


## a
This record from OMol25 describes a 4-piece molecular cluster, C4H16N2O5 overall. The level of theory is ωB97M-V/def2-TZVPD.

```
27
Properties=species:S:1:pos:R:3:lowdin_charge:R:1
C -0.84952 -1.99079 0.60157 -0.28
H -2.44691 -1.79602 -0.56660 0.08
H 0.49761 -0.89999 -1.14848 0.13
H 0.52729 0.90047 2.75598 0.05
H -1.34511 1.62217 -3.11433 0.14
O -2.17143 0.43904 -1.14223 0.05
O 0.31335 0.98490 3.69925 -0.05
H -1.24918 0.00635 0.87871 0.09
H -1.08701 0.04895 3.93734 -0.01
N -0.45075 -0.58495 0.67980 -0.05
C 0.74172 1.62072 -2.84440 -0.09
H 0.90918 0.64135 -0.27236 0.10
H 3.23109 -0.80913 -0.74522 0.05
H 1.46948 0.87747 -2.52941 0.05
H 0.84609 1.74118 -3.91591 0.09
H 1.08890 2.50196 -2.29223 0.09
H 4.04907 0.42374 -0.71221 0.05
C 0.13103 -0.04980 -0.57161 -0.13
H -1.90389 -0.63055 2.87567 -0.02
C -0.99142 0.55468 -1.42243 -0.46
O -1.64016 -2.31862 -0.50508 -0.05
H 0.06693 -2.54117 0.50120 0.11
H 1.02865 0.53837 4.17168 0.07
H -1.40064 -2.20717 1.51980 0.11
N -0.61602 1.21166 -2.55575 0.02
O -1.96172 -0.38410 3.79977 -0.08
O 3.21337 0.09930 -1.08250 -0.06
```

Results
SMILES string ... CNC(=O)CNCO.O.O.O
Frontier orbital gap ... 9.677 eV
HOMO ... -9.579 eV


## b
This record from OMol25 describes a 4-piece molecular cluster, C4H16N2O5 overall. The level of theory is ωB97M-V/def2-TZVPD.

```
27
Properties=species:S:1:pos:R:3:lowdin_charge:R:1
H -0.06101 -1.94648 1.11844 0.11
H -2.97761 0.40216 -1.05589 0.08
C -0.45339 -0.34169 -0.13241 -0.26
H 2.35240 0.98754 1.35847 -0.04
H 3.35494 1.85632 -0.24312 0.07
H -0.63626 2.70592 1.40617 0.12
H 0.08956 0.10973 -0.95903 0.13
O -2.13157 0.68058 1.32082 0.05
H 1.60198 1.35832 2.64989 0.06
H 2.55751 0.59304 -0.67996 0.01
N -0.28844 1.91100 0.88127 0.18
O 2.47139 1.49334 -0.29976 -0.07
H -2.05481 -0.11410 -2.51194 0.07
O 2.57215 -0.97858 -1.28827 -0.05
O -2.30869 -1.82234 0.37551 -0.06
N 0.45871 -1.20108 0.63426 0.06
C -1.62090 -1.20855 -0.70152 -0.40
C -1.06113 0.78416 0.74828 -0.46
H -3.39790 -1.07334 -1.92988 0.09
H -1.19334 -2.12475 -1.23605 0.16
O 2.15758 0.66511 2.23264 -0.07
H 2.16127 -1.07809 -2.14443 0.06
C -2.55587 -0.42747 -1.61398 -0.04
H 2.00680 -1.39032 -0.62098 0.02
H 0.59979 1.99790 0.40850 0.06
H 1.02143 -0.72608 1.31782 0.04
H -2.66458 -1.11226 0.96512 0.09
```

Results
SMILES string ... C[C@H](O)[C@H](N)C(N)=O.O.O.O
Frontier orbital gap ... 9.872 eV
HOMO ... -9.420 eV


Least stable of them? a.


## a
This record from OMol25 describes a 2-piece molecular cluster, C12H17N2 overall. The level of theory is ωB97M-V/def2-TZVPD.

```
31
Properties=species:S:1:pos:R:3:lowdin_charge:R:1
H -1.37943 1.16772 1.18468 0.10
N 1.15194 0.23864 2.47532 0.06
C -3.29112 -0.77200 -2.06757 -0.03
H 3.13761 -1.52865 1.49588 0.13
C -0.85041 1.18093 -1.71133 -0.01
H 0.84856 -0.06611 -1.49886 0.09
C -0.99874 0.16794 1.45493 0.02
H 4.28476 -0.17400 1.48585 0.12
C 2.60831 0.12409 0.22198 -0.18
H -1.49315 -0.59771 0.83667 0.08
H 0.55716 0.32420 3.27675 0.13
H 2.74653 -0.47635 3.57307 0.13
C -0.24217 -0.06737 -1.51925 -0.08
C -2.17000 -1.59235 -2.00249 -0.02
H 2.98507 1.13134 2.92860 0.12
H -0.15375 -2.15999 -1.75144 0.13
C -3.29704 0.60991 -2.06493 -0.02
H -4.26557 -1.25725 -2.12747 0.13
N 1.14111 0.00470 0.16699 0.00
H -2.38134 -2.65856 -2.17339 0.13
H 2.85276 1.19103 0.17414 0.13
H -4.27779 1.08792 -2.12612 0.13
C 3.23060 -0.43590 1.48761 -0.17
H 2.99930 -0.38916 -0.66172 0.12
H -1.23159 -0.01489 2.51690 0.09
C 2.58633 0.14683 2.70434 -0.16
H -2.40709 2.50624 -2.14977 0.12
H -0.18083 2.03682 -1.71830 0.13
C -0.83847 -1.30733 -1.72059 -0.02
C 0.51112 0.12906 1.30157 -0.37
C -2.18269 1.45021 -1.99205 -0.02
```

Results
Frontier orbital gap ... 7.504 eV
Total charge ... +1
HOMO ... -11.962 eV


## b
This record from OMol25 describes an isolated ion of composition C12H17N2 and charge +1. The level of theory is ωB97M-V/def2-TZVPD.

```
31
Properties=species:S:1:pos:R:3:lowdin_charge:R:1
C -2.39950 1.20944 -0.09248 -0.11
C 2.51214 1.07578 0.08412 -0.12
H 0.97245 2.92130 -0.66234 0.08
C -3.34663 0.12713 0.40382 -0.16
C -1.23447 -0.84107 -0.08348 -0.12
C -2.70985 -1.08274 -0.19118 -0.16
H 3.72946 -0.22404 1.37878 0.15
H -2.90633 -2.14167 0.38663 0.17
C 1.22302 0.50149 -0.00515 -0.21
H -4.47219 0.23977 0.19837 0.16
C -0.13483 -1.67192 -0.11075 -0.09
H 2.94017 1.49272 -0.97733 0.19
C 1.19560 -0.83685 -0.07083 -0.05
H -2.77531 1.45871 -1.08718 0.15
H 2.71585 -2.16985 0.56863 0.11
C 3.45155 -0.16389 0.24981 -0.14
H -2.45208 2.12167 0.46592 0.12
H -0.20664 3.18437 0.82492 0.16
H -1.03602 -3.34528 -0.10524 0.10
C -1.09049 0.51733 -0.05571 -0.12
H 0.56637 -3.48450 0.52209 0.12
H 2.52342 1.86845 0.81439 0.12
C 2.55155 -1.34473 -0.09180 -0.16
H -3.21620 -0.12870 1.47784 0.14
H -2.93870 -1.39898 -1.16348 0.11
C 0.05059 2.67065 -0.20281 0.00
N -0.07910 -3.04115 -0.09483 0.19
H 4.41990 -0.05625 -0.27240 0.12
H -0.79237 2.96804 -0.92213 0.13
N 0.06935 1.25388 -0.07421 0.00
H 2.86927 -1.67910 -1.11200 0.15
```

Results
SMILES string ... Cn1c2c(c(=[NH2+])c3c1CCC3)CCC2
Frontier orbital gap ... 9.018 eV
Total charge ... +1
HOMO ... -12.615 eV


Least stable of them? a.